[1]
Entry from OMol25: a single C4H5NO molecule (ωB97M-V/def2-TZVPD).

Computed properties:
Gap between HOMO and LUMO in eV: 10.7
Energy relative to the best compared isomer or geometry (same formula, charge and spin) in kJ/mol: 361.0
Calculated total energy in hartree: -285.2771
Total charge: 0
Highest occupied orbital energy in eV: -9.832
SMILES: [H]/N=C1/C=CCO1

Last column: Mulliken charge in e.
Element x y z (Å)
H 2.8181 -0.8503 -0.0640  0.26
N 2.3558 0.0548 -0.2328  -0.69
C 1.0936 0.0177 -0.1058  0.59
C -0.0943 1.3615 -0.3143  -0.40
C -1.2232 0.7427 -0.0629  -0.50
C -1.0324 -0.7227 0.2687  -0.35
O 0.3425 -1.0353 0.2125  -0.36
H 0.9100 1.6169 -0.4666  0.58
H -2.2434 1.1289 -0.0625  0.35
H -1.5462 -1.3634 -0.4507  0.27
H -1.3804 -0.9507 1.2784  0.27

***

[2]
Entry from OMol25: a single C4H5NO molecule (ωB97M-V/def2-TZVPD).

Computed properties:
Gap between HOMO and LUMO in eV: 10.2
Energy relative to the best compared isomer or geometry (same formula, charge and spin) in kJ/mol: 90.3
Calculated total energy in hartree: -285.3802
Total charge: 0
Highest occupied orbital energy in eV: -9.177
SMILES: Cc1cocn1

Last column: Mulliken charge in e.
Element x y z (Å)
C -1.6242 -0.4181 -0.0309  -0.93
C -0.2325 0.0279 0.2983  0.44
C 0.5024 1.1681 0.5149  -0.36
O 1.7917 0.9060 0.0907  -0.31
C 1.7560 -0.3732 -0.3074  0.08
N 0.6346 -0.9588 -0.1448  -0.52
H -1.9465 -1.2561 0.5962  0.26
H -1.5585 -0.8573 -1.0470  0.27
H -2.3319 0.4001 -0.0570  0.32
H 0.4207 2.1822 0.9053  0.36
H 2.5880 -0.8208 -0.8183  0.39

***

[3]
Entry from OMol25: a single C4H5NO molecule (ωB97M-V/def2-TZVPD).

Computed properties:
Gap between HOMO and LUMO in eV: 8.5
Energy relative to the best compared isomer or geometry (same formula, charge and spin) in kJ/mol: 519.6
Calculated total energy in hartree: -285.2167
Total charge: 0
Highest occupied orbital energy in eV: -9.758

Last column: Mulliken charge in e.
Element x y z (Å)
O 0.9135 -0.4177 2.2244  -0.56
C 0.6693 -0.2081 1.0434  0.54
C 1.5320 -0.8755 0.1050  -0.50
C -0.3317 0.5727 -1.0266  -0.46
N -1.4581 0.0866 -0.2671  -0.48
C -0.3525 0.7155 0.4538  0.07
H 0.4168 -0.1402 -1.4156  0.17
H 1.1694 -1.8617 -0.2272  0.27
H -0.4985 1.4058 -1.7010  0.27
H -1.4779 -0.9240 -0.1561  0.29
H -0.5823 1.6467 0.9672  0.39

***

[4]
Entry from OMol25: a single C4H5NO molecule (ωB97M-V/def2-TZVPD).

Computed properties:
Gap between HOMO and LUMO in eV: 7.0
Energy relative to the best compared isomer or geometry (same formula, charge and spin) in kJ/mol: 545.9
Calculated total energy in hartree: -285.2067
Total charge: 0
Highest occupied orbital energy in eV: -7.151

Last column: Mulliken charge in e.
Element x y z (Å)
N 2.1331 0.4527 0.5559  -0.32
C -1.1157 0.1060 -0.6029  0.04
C -1.7614 -0.3606 0.4890  -0.91
O -0.4197 -1.0405 -1.6854  -0.45
C 0.3492 -0.3396 -0.9170  0.50
C 1.5024 0.1155 -0.5440  -0.24
H 2.8796 1.1304 0.5416  0.24
H 1.9114 0.0419 1.4557  0.23
H -1.4223 0.9746 -1.1665  0.36
H -2.5863 0.2018 0.9019  0.27
H -1.4703 -1.2822 0.9718  0.27

***

[5]
Entry from OMol25: a single C4H5NO2 molecule (ωB97M-V/def2-TZVPD).

Computed properties:
Gap between HOMO and LUMO in eV: 9.3
Energy relative to the best compared isomer or geometry (same formula, charge and spin) in kJ/mol: 0.0
Calculated total energy in hartree: -360.6694
Total charge: 0
Highest occupied orbital energy in eV: -8.626
SMILES: Cc1coc(=O)[nH]1

Last column: Mulliken charge in e.
Element x y z (Å)
C 1.7407 0.2023 0.0959  -1.14
C 0.2911 -0.1191 -0.0410  0.49
C -0.3475 -1.0905 -0.7028  -0.29
O -1.7149 -0.9160 -0.6125  -0.32
C -1.9586 0.2051 0.1393  0.39
O -3.0520 0.6343 0.4085  -0.58
N -0.7190 0.6941 0.4857  -0.04
H 2.0091 1.0663 -0.5227  0.28
H 2.0096 0.4359 1.1317  0.32
H 2.3536 -0.6421 -0.2291  0.29
H 0.0043 -1.9338 -1.2775  0.39
H -0.6164 1.4634 1.1245  0.20

***

[6]
Entry from OMol25: a molecular structure, C4H5NO2 (ωB97M-V/def2-TZVPD).

Computed properties:
Gap between HOMO and LUMO in eV: 9.0
Energy relative to the best compared isomer or geometry (same formula, charge and spin) in kJ/mol: 405.3
Calculated total energy in hartree: -360.5150
Total charge: 0
Highest occupied orbital energy in eV: -9.075

Last column: Mulliken charge in e.
Element x y z (Å)
C -0.6177 0.2953 1.2138  -1.14
C 1.6586 0.1236 -0.7520  0.36
C -0.3998 -0.4268 -0.0730  0.54
C 0.4050 0.4978 -1.3479  0.23
N -0.8414 -1.5479 -0.4504  -0.68
O 2.4763 -0.1971 0.0196  -0.33
O 0.7819 1.7217 -1.0879  -0.65
H -1.6147 -1.8929 0.1286  0.27
H 0.1251 -0.0044 -2.2713  0.41
H 0.2436 0.1424 1.8699  0.27
H -0.7090 1.3672 1.0255  0.32
H -1.5080 -0.0789 1.7251  0.40

***

Asked for F_max across the records above, the calculation gives 3.96 0.80 0.41 1.13 0.54 4.21 eV Å⁻¹ in order.